(1)
Below is an isolated molecule of C21H20FN3O3S2 at a distorted geometry, with properties calculated with the ωB97M-V functional and the def2-TZVPD basis.

Cartesian coordinates (Å):
C (-0.597, 1.199, -4.217)
N (-1.188, 0.642, -3.019)
C (-1.283, -0.696, -2.826)
O (-1.991, -1.214, -1.988)
C (-0.464, -1.571, -3.781)
H (-1.079, -1.948, -4.597)
H (0.425, -1.075, -4.159)
S (0.074, -3.044, -2.855)
C (0.702, -2.222, -1.452)
N (0.838, -0.925, -1.567)
N (1.100, -0.177, -0.518)
C (1.242, -0.689, 0.681)
C (1.288, -2.107, 0.881)
C (1.653, -2.730, 2.087)
C (1.674, -4.098, 2.174)
C (1.340, -4.893, 1.070)
C (1.016, -4.314, -0.129)
C (0.996, -2.917, -0.244)
H (0.780, -4.908, -0.999)
H (1.353, -5.968, 1.167)
H (1.953, -4.573, 3.102)
H (1.934, -2.119, 2.931)
C (1.307, 0.293, 1.768)
C (0.570, 0.115, 2.936)
C (0.568, 1.087, 3.917)
C (1.305, 2.238, 3.715)
C (2.036, 2.448, 2.559)
C (2.025, 1.473, 1.583)
H (2.578, 1.611, 0.667)
H (2.592, 3.364, 2.435)
F (1.317, 3.187, 4.672)
H (-0.012, 0.971, 4.818)
H (-0.039, -0.768, 3.061)
C (-1.534, 1.629, -1.995)
C (-2.080, 1.063, -0.702)
H (-3.106, 0.721, -0.760)
H (-1.443, 0.294, -0.283)
S (-1.966, 2.486, 0.429)
O (-1.485, 2.070, 1.719)
O (-3.188, 3.245, 0.400)
C (-0.673, 3.397, -0.487)
C (-0.278, 2.432, -1.584)
H (0.460, 1.717, -1.214)
H (0.141, 2.969, -2.435)
H (0.136, 3.630, 0.197)
H (-1.136, 4.305, -0.861)
H (-2.284, 2.314, -2.421)
H (-0.997, 2.201, -4.369)
H (0.492, 1.261, -4.150)
H (-0.869, 0.598, -5.084)

Summary:
SMILES string = CN(C(=O)CSc1nnc(-c2ccc(F)cc2)c2ccccc12)[C@@H]1CCS(=O)(=O)C1
Molar mass = 445.54 g mol⁻¹
E_tot = -57101.77040 eV
Lowest unoccupied orbital energy = -0.3 eV
Kohn-Sham gap = 0.297 Ha
HOMO level = -8.4 eV
2S+1 = 1

(2)
Below is a cluster of 3 separate species, C3H12NO4 in total at a distorted geometry, with properties calculated with the ωB97M-V functional and the def2-TZVPD basis.

Cartesian coordinates (Å):
O (-1.265, 2.470, 1.448)
C (-1.435, 1.482, 0.785)
C (-0.250, 0.615, 0.284)
C (-0.276, 0.339, -1.228)
O (-1.614, -0.018, -1.533)
N (0.906, 1.477, 0.721)
H (-2.417, 1.184, 0.404)
H (-0.348, -0.328, 0.849)
H (0.027, 1.248, -1.894)
H (0.435, -0.472, -1.583)
H (-1.784, -0.962, -1.374)
H (0.580, 2.220, 1.364)
H (1.379, 1.863, -0.094)
H (1.628, 0.844, 1.197)
H (3.380, -0.384, 0.833)
H (3.197, -0.565, 2.359)
O (2.723, -0.395, 1.538)
H (-1.770, -3.798, -0.611)
H (-1.662, -3.596, -2.160)
O (-1.435, -3.224, -1.304)

Summary:
Net charge = +1
Molar mass = 126.13 g mol⁻¹
E_tot = -12978.78132 eV
Lowest unoccupied orbital energy = -3.2 eV
Kohn-Sham gap = 0.409 Ha
HOMO level = -14.3 eV
2S+1 = 1

(3)
Below is an isolated molecule of C3H5NO, with properties calculated with the ωB97M-V functional and the def2-TZVPD basis.

Cartesian coordinates (Å):
O (-0.824, 2.139, 0.000)
C (-0.234, 1.168, 0.411)
C (-0.775, -0.286, 0.385)
N (0.329, -0.908, -0.346)
C (1.047, 0.011, -0.929)
H (-0.898, -0.704, 1.394)
H (-1.720, -0.353, -0.162)
H (0.496, -1.916, -0.322)
H (0.672, 1.223, 1.050)
H (1.907, -0.373, -1.480)

Summary:
Molar mass = 71.08 g mol⁻¹
E_tot = -6726.39683 eV
Lowest unoccupied orbital energy = 0.7 eV
Kohn-Sham gap = 0.343 Ha
HOMO level = -8.6 eV
2S+1 = 1

(4)
Below is an isolated molecule of C4H11NO at a distorted geometry, with properties calculated with the ωB97M-V functional and the def2-TZVPD basis.

Cartesian coordinates (Å):
C (-2.409, 0.773, 0.151)
C (-1.597, -0.466, -0.259)
C (0.963, -0.863, -0.154)
C (2.305, -0.228, 0.349)
H (-2.341, 1.168, 1.139)
H (-2.336, 1.545, -0.633)
H (-3.518, 0.222, 0.422)
H (-1.592, -0.757, -1.185)
H (-1.925, -1.439, 0.282)
H (-0.140, 0.774, -0.382)
H (0.900, -1.825, 0.229)
H (1.435, -1.129, -1.184)
H (3.349, -0.748, 0.431)
H (2.283, 0.122, 1.346)
H (2.550, 1.912, -0.095)
N (-0.108, -0.161, -0.092)
O (2.182, 1.100, -0.366)

Summary:
SMILES string = CCNCCO
Molar mass = 89.14 g mol⁻¹
E_tot = -7859.81239 eV
Lowest unoccupied orbital energy = 1.0 eV
Kohn-Sham gap = 0.324 Ha
HOMO level = -7.8 eV
2S+1 = 1